DFT (the ωB97M-V functional and the def2-TZVPD basis) results for 6 unconnected molecules or ions with the total composition C26H30N6 at a distorted geometry.

```
62
Properties=species:S:1:pos:R:3:forces:R:3:nbo_charge:R:1
N 1.5826 -2.8496 -3.9099 0.311 -0.300 -0.240 -0.50
C 1.7082 -4.2157 -3.9546 1.512 0.161 -0.299 -0.09
C 2.9440 -4.4882 -4.6047 -1.346 0.288 -0.220 -0.31
C 3.4629 -3.2589 -5.0722 -0.959 1.429 1.299 -0.31
C 2.6234 -2.2602 -4.5548 0.508 -0.365 -0.688 -0.09
H 0.8062 -2.3257 -3.5322 0.070 -0.228 0.025 0.43
H 0.9309 -4.7992 -3.4838 0.347 -0.290 -0.131 0.21
H 3.4392 -5.4111 -4.8681 -0.519 -0.276 0.337 0.22
H 4.3485 -3.0393 -5.6499 0.001 -0.303 0.122 0.22
H 2.6699 -1.1827 -4.6111 0.091 -0.088 -0.118 0.20
N 1.0655 -0.1357 1.0379 -0.151 -1.537 -2.228 -0.52
C 1.7407 -0.6568 -0.0943 0.091 1.228 1.625 -0.09
C 1.2292 0.0025 -1.2015 2.177 -1.450 0.163 -0.31
C 0.1827 0.8034 -0.8060 -1.573 0.094 1.329 -0.32
C 0.0120 0.5787 0.5688 0.235 1.495 -0.037 -0.07
H 1.2072 -0.3374 2.0174 -0.085 -0.207 -0.208 0.42
H 2.5763 -1.3157 0.0898 0.037 0.130 -0.414 0.21
H 1.7362 -0.0379 -2.1543 -0.385 -0.115 -0.166 0.22
H -0.3974 1.4123 -1.4837 -0.204 -0.049 0.323 0.22
H -0.6801 0.9261 1.3217 -0.188 0.385 -0.313 0.22
N 1.0744 1.9898 3.9758 0.269 -1.081 0.252 -0.50
C -0.0681 2.7063 3.9408 -1.943 -1.374 0.723 -0.06
C -1.0959 1.7831 4.2957 -0.231 1.814 -0.463 -0.31
C -0.5413 0.5375 4.5473 0.012 0.048 -0.652 -0.29
C 0.7912 0.6633 4.3091 1.334 0.003 0.587 -0.14
H 1.9874 2.3900 3.8138 -0.160 -0.298 0.033 0.42
H -0.0630 3.7642 3.7233 -0.140 -0.190 -0.079 0.23
H -2.1686 1.8619 4.3932 0.059 0.904 -0.205 0.22
H -1.1373 -0.3334 4.7770 0.424 -0.104 0.171 0.23
H 1.5336 -0.0540 4.6263 0.407 0.223 -0.457 0.22
N -2.4579 0.1468 -4.7172 1.450 -0.183 0.114 -0.50
C -1.8708 -0.9193 -5.3858 -1.815 -0.103 0.116 -0.08
C -0.5192 -0.7627 -5.3873 0.384 -0.684 -0.904 -0.32
C -0.2242 0.4219 -4.7510 -1.524 1.722 1.542 -0.31
C -1.4512 0.9735 -4.2839 1.885 -0.447 -0.399 -0.08
H -3.4410 0.2205 -4.4976 0.349 0.035 -0.071 0.42
H -2.5730 -1.6385 -5.7808 0.471 -0.244 -0.159 0.21
H 0.2943 -1.3334 -5.8104 -0.576 -0.482 -0.283 0.24
H 0.7914 0.7748 -4.6481 -0.245 0.394 0.294 0.22
H -1.5641 1.8056 -3.6048 -0.407 0.019 -0.312 0.21
N -0.0316 -4.2629 5.0208 -2.278 -0.382 -1.738 -0.41
C 0.4132 -3.4957 3.9546 -0.261 -1.303 2.801 0.02
C -0.3585 -3.0898 2.9160 -0.883 -1.669 -0.442 -0.27
C -1.6572 -3.6509 2.8059 1.323 1.560 -0.464 -0.16
C -2.1125 -4.5554 3.7458 0.073 0.302 0.123 -0.27
C -1.3259 -4.8019 4.8603 2.832 1.896 -0.168 0.03
H 1.4356 -3.1539 4.0194 0.204 -0.080 0.222 0.19
H 0.1546 -2.6016 2.1007 -0.539 0.573 -0.101 0.23
H -2.1673 -3.1593 1.9907 -0.897 -0.882 -0.190 0.22
H -3.0633 -5.0674 3.7365 -0.236 0.300 -0.395 0.22
H -1.8094 -5.3375 5.6639 0.659 -0.282 0.323 0.20
N 0.6973 5.3251 0.7903 -1.135 -0.999 -0.104 -0.42
C 0.1487 6.5174 0.9745 0.470 0.831 0.742 0.03
C -1.1960 6.7575 1.1536 -0.971 -1.451 0.392 -0.27
C -2.0649 5.6472 1.1796 0.681 0.817 -1.025 -0.17
C -1.5707 4.3739 0.8981 1.288 0.809 0.505 -0.26
C -0.1567 4.2789 0.7399 -0.580 0.674 -0.839 0.03
H 0.8625 7.3218 1.0729 0.058 0.291 -0.223 0.19
H -1.6792 7.7043 1.3443 0.589 0.346 -0.141 0.22
H -3.1002 5.9511 1.2259 -0.347 -0.766 0.315 0.21
H -2.2157 3.5086 0.8577 0.105 -0.096 -0.098 0.22
H 0.3122 3.3838 0.3587 -0.133 -0.461 0.496 0.21
```
Positions in Å, forces in eV/Å.

Values from the calculation:
ΔE to the lowest compared entry with this formula, charge and spin   314.46 kJ/mol
SMILES   c1cc[nH]c1.c1cc[nH]c1.c1cc[nH]c1.c1cc[nH]c1.c1ccncc1.c1ccncc1
Net charge   0


DFT (the ωB97M-V functional and the def2-TZVPD basis) results for C26H30N6O3 in the gas phase at a distorted geometry.

```
65
Properties=species:S:1:pos:R:3:forces:R:3:nbo_charge:R:1
C 4.5430 -2.4165 -4.7603 0.089 -0.140 0.033 -0.25
H 3.8498 -3.1800 -4.3945 0.011 0.012 0.013 0.18
O 3.8785 -1.2093 -5.0454 -0.139 0.221 -0.115 -0.49
C 3.2551 -0.5579 -4.0241 -0.038 0.055 0.205 0.27
C 3.1781 -1.0089 -2.7218 0.085 0.024 -0.319 -0.22
C 2.5099 -0.2523 -1.7513 -0.138 0.576 -0.334 -0.11
C 1.9317 0.9785 -2.1036 0.441 -0.689 -0.147 0.17
C 2.0023 1.4203 -3.4271 0.034 -0.081 -0.012 -0.22
C 2.6510 0.6629 -4.3697 0.057 -0.149 0.078 -0.22
H 2.7163 0.9872 -5.3960 -0.003 0.063 -0.120 0.23
H 1.5461 2.3595 -3.7023 -0.047 0.114 -0.053 0.22
N 1.3299 1.7246 -1.1267 -0.287 0.331 0.087 -0.55
C 1.2139 1.3689 0.1945 0.207 0.044 -0.389 0.63
O 0.7617 2.1675 1.0043 0.024 0.118 0.319 -0.67
C 1.6863 0.0290 0.5179 0.341 -0.329 -0.037 -0.11
C 2.3484 -0.6999 -0.4074 -0.069 0.380 0.411 -0.11
H 2.7423 -1.6723 -0.1473 -0.002 -0.114 0.056 0.22
C 1.3729 -0.4970 1.8992 0.044 0.142 -0.011 -0.23
N -0.0142 -0.8192 2.1040 -0.115 0.190 -0.154 -0.45
C -0.9119 0.1703 2.6179 0.046 -0.170 0.321 -0.24
C -1.5999 1.0513 1.6246 -0.350 0.800 0.043 0.37
N -2.1569 0.6890 0.4898 0.336 -0.725 0.671 -0.35
N -2.6805 1.7820 -0.0499 -0.438 0.198 -0.767 -0.07
N -2.4885 2.7916 0.6917 -0.039 1.124 0.105 -0.08
N -1.8099 2.3834 1.7650 -0.158 -1.398 -0.400 -0.19
C -1.4415 3.2818 2.8112 -0.088 0.258 0.709 -0.23
H -0.4745 2.9703 3.2088 -0.051 0.063 -0.115 0.23
H -1.3482 4.2780 2.3749 0.090 -0.086 0.040 0.23
C -2.5099 3.3016 3.9216 0.213 0.436 -0.185 0.09
C -3.8570 3.8592 3.4292 0.023 -0.163 0.067 -0.45
H -3.9975 4.8957 3.7262 0.021 0.056 -0.026 0.22
C -4.8760 2.9143 4.0639 0.209 -0.124 0.048 -0.43
H -5.7927 2.8259 3.4868 -0.071 0.010 0.003 0.22
C -4.0836 1.6108 4.1042 -0.433 -0.121 -0.067 -0.07
H -4.4133 0.9157 4.8779 -0.015 0.017 -0.062 0.19
H -4.1269 1.1034 3.1291 0.004 0.019 0.062 0.17
O -2.7524 1.9872 4.4075 0.306 0.016 -0.017 -0.54
H -5.1171 3.2350 5.0780 -0.055 -0.023 0.016 0.20
H -3.9095 3.7967 2.3406 -0.032 0.061 0.067 0.23
H -2.1119 3.8906 4.7587 -0.039 -0.034 -0.130 0.18
H -1.6948 -0.3351 3.2000 0.109 0.153 0.009 0.22
H -0.3609 0.8137 3.3101 -0.128 -0.095 0.007 0.22
C -0.5222 -2.0745 1.5942 0.066 -0.094 0.222 -0.24
C -0.1680 -2.4036 0.1629 -0.017 -0.321 -0.022 0.03
C 0.6432 -3.4903 -0.1299 -0.194 0.124 0.228 -0.25
C 0.9548 -3.8110 -1.4408 0.059 -0.003 -0.199 -0.23
C 0.4687 -3.0491 -2.4923 0.070 -0.130 -0.007 -0.01
C -0.3376 -1.9556 -2.1957 -0.023 -0.063 0.103 -0.24
C -0.6600 -1.6413 -0.8909 -0.094 -0.045 -0.141 -0.17
H -1.3022 -0.8004 -0.6757 0.014 -0.011 -0.024 0.24
H -0.7255 -1.3501 -3.0026 -0.058 0.094 -0.107 0.21
C 0.7747 -3.3955 -3.9185 -0.043 0.016 0.027 -0.63
H 1.1990 -2.5372 -4.4379 0.065 0.025 -0.090 0.22
H 1.4708 -4.2296 -3.9790 0.054 -0.043 -0.058 0.21
H -0.1401 -3.6765 -4.4398 -0.017 -0.041 -0.094 0.22
H 1.5807 -4.6698 -1.6448 0.053 -0.076 -0.047 0.20
H 1.0324 -4.1018 0.6738 0.029 -0.043 0.107 0.21
H -0.1457 -2.8886 2.2372 -0.133 -0.026 -0.135 0.18
H -1.6102 -2.0474 1.6822 0.031 -0.054 0.082 0.22
H 1.6579 0.2604 2.6377 0.047 -0.130 -0.010 0.22
H 1.9637 -1.4032 2.0764 0.081 0.082 -0.003 0.20
H 0.9495 2.6303 -1.3765 0.044 -0.126 0.174 0.42
H 3.6103 -1.9490 -2.4195 0.053 -0.145 -0.006 0.22
H 4.9756 -2.7445 -5.7040 -0.010 -0.027 0.092 0.20
H 5.3421 -2.2695 -4.0265 -0.031 -0.005 -0.003 0.18
```
Positions in Å, forces in eV/Å.

Values from the calculation:
ΔE to the lowest compared entry with this formula, charge and spin   213.29 kJ/mol
SMILES   COc1ccc2[nH]c(=O)c(CN(Cc3ccc(C)cc3)Cc3nnnn3C[C@H]3CCCO3)cc2c1
Net charge   0


DFT (the ωB97M-V functional and the def2-TZVPD basis) results for 12 unconnected molecules or ions with the total composition C26H31Cl46FN4O at a distorted geometry.

```
109
Properties=species:S:1:pos:R:3:forces:R:3:lowdin_charge:R:1
C 0.5204 -0.5671 -2.3960 1.055 0.626 -0.202 -0.14
N -0.3556 0.4207 -1.7845 -0.332 -1.589 0.375 -0.10
C -0.1067 0.4366 -0.3520 0.125 1.761 0.092 -0.18
C -1.2822 0.9961 0.4892 0.579 -0.499 -1.182 -0.24
C -2.4664 0.0327 0.5077 -0.235 -0.388 -0.101 -0.15
O -2.9390 -0.2554 -0.8087 0.057 0.287 0.514 -0.07
C -2.6960 -1.5615 -1.1853 -0.183 -0.446 -0.509 -0.41
F -2.7509 -1.5677 -2.5617 0.080 0.139 -0.311 0.02
C -3.7325 -2.5798 -0.6924 -0.224 0.115 0.796 -0.10
C -5.0019 -1.9624 -0.0959 0.085 -0.526 -0.421 -0.27
N -5.7552 -1.1707 -1.0711 -0.111 -0.039 0.323 0.01
N -0.7191 1.3084 1.8133 -1.258 0.645 -0.313 -0.12
C -0.2548 2.6852 1.9533 -0.181 0.421 -0.336 -0.15
C -1.3415 3.7913 1.8757 0.819 0.675 0.810 -0.18
C -1.5929 4.4532 3.2681 -0.243 0.006 -0.753 -0.31
C -1.2352 5.9514 3.3151 -0.569 -0.459 -0.095 -0.22
C -2.3606 6.7950 2.6511 0.699 -0.387 -0.431 -0.28
N -2.0014 7.3310 1.3168 -0.076 -0.268 0.253 -0.01
C -1.4583 0.8672 2.9041 -0.286 0.705 -0.210 -0.69
Cl -2.9721 1.6196 3.4456 -0.021 -0.035 -0.445 0.71
C -0.9899 -0.1311 3.5980 0.578 -1.211 1.335 -0.70
C 0.2947 -0.8343 3.2817 -0.145 -0.324 0.805 -0.08
Cl -1.8305 -0.7160 5.0079 0.206 -0.187 -0.185 0.65
H 1.5722 -0.2050 -2.3160 -0.208 -0.421 -0.380 0.06
H 0.2789 -0.7893 -3.4341 -0.075 0.284 -0.076 0.05
H 0.5111 -1.5232 -1.8738 -0.341 0.030 0.204 0.06
H -0.2310 1.3301 -2.2008 0.054 -0.001 0.033 0.04
H 0.2377 -0.5196 0.0378 -0.253 -0.254 -0.151 0.10
H 0.7254 1.1393 -0.1618 0.117 -0.264 0.283 0.12
H -1.6161 1.8883 -0.0543 -0.090 0.179 0.299 0.15
H -3.3306 0.4234 1.0391 0.139 0.199 0.256 0.10
H -2.1813 -0.9103 0.9861 0.075 0.074 0.231 0.14
H -1.6793 -1.8542 -0.9057 0.072 -0.019 -0.040 0.14
H -3.2736 -3.2051 0.0787 0.020 -0.014 0.004 0.11
H -4.0270 -3.2604 -1.4892 0.213 0.098 -0.264 0.12
H -5.6315 -2.8010 0.2153 0.041 0.002 0.191 0.10
H -4.7455 -1.4122 0.8113 -0.087 0.215 -0.075 0.10
H -5.9407 -0.2558 -0.6870 -0.006 0.106 -0.247 0.06
H -5.2390 -1.0585 -1.9321 0.061 0.164 0.054 0.06
H 0.5026 2.8815 1.1939 0.007 -0.243 -0.134 0.11
H 0.2554 2.7625 2.9135 0.033 -0.073 0.032 0.12
H -2.2741 3.4530 1.4303 0.051 -0.208 -0.014 0.09
H -0.9562 4.5907 1.2386 -0.028 -0.124 -0.244 0.09
H -2.6515 4.3230 3.4926 0.756 0.319 -0.404 -0.04
H -1.0663 3.9243 4.0651 0.104 -0.145 -0.081 0.09
H -1.0934 6.2283 4.3604 0.179 0.151 -0.665 0.00
H -0.2902 6.0769 2.7808 0.072 0.274 0.068 0.10
H -3.1900 6.1099 2.4804 -0.309 0.191 0.167 0.10
H -2.7169 7.5878 3.3057 0.164 0.132 -0.055 0.07
H -2.2574 6.6200 0.6424 -0.003 0.143 -0.195 0.05
H -0.9914 7.3893 1.2530 -0.007 0.244 -0.014 0.05
H 0.0576 -1.7496 2.7365 0.274 0.026 -0.239 0.09
H 1.0012 -0.1920 2.7734 -0.129 -0.026 -0.413 0.08
H 0.7641 -1.1412 4.2168 -0.051 -0.091 0.051 0.07
C 4.3195 -1.9022 -0.9397 -0.108 0.006 -0.007 -2.02
Cl 3.9821 -2.6481 -2.5049 0.027 0.296 0.220 0.46
Cl 5.8833 -2.4745 -0.3439 -0.031 0.000 -0.008 0.53
Cl 4.3618 -0.1462 -1.1295 0.041 -0.016 0.050 0.54
Cl 3.0542 -2.3412 0.2196 0.033 -0.003 -0.053 0.52
C 5.3298 -5.0147 -5.3723 -0.016 -0.029 -0.006 -2.01
Cl 4.8493 -6.7046 -5.5325 -0.015 0.059 -0.052 0.53
Cl 6.3244 -4.5512 -6.7617 -0.388 -0.371 0.462 0.48
Cl 3.8789 -3.9944 -5.3283 0.160 0.028 -0.322 0.49
Cl 6.2645 -4.8057 -3.8891 -0.025 -0.039 -0.067 0.53
C 2.1766 -7.2332 -2.5455 -0.149 0.069 0.059 -2.01
Cl 1.1307 -7.7652 -3.8694 0.254 0.050 0.287 0.49
Cl 2.5831 -5.5254 -2.7556 -0.086 -0.295 0.184 0.48
Cl 1.3363 -7.4362 -0.9999 0.034 -0.062 -0.245 0.51
Cl 3.6563 -8.1967 -2.5469 -0.055 0.001 0.009 0.51
C -0.3579 1.9528 -5.6064 -0.162 -0.087 -0.025 -2.04
Cl -1.7400 0.9063 -5.2816 0.089 0.012 0.032 0.56
Cl -0.0520 2.9716 -4.1903 -0.191 -0.040 0.075 0.51
Cl 1.0720 0.9614 -5.9332 0.006 0.045 0.001 0.52
Cl -0.7022 2.9749 -7.0063 0.002 -0.023 0.060 0.53
C -0.2459 -2.3011 8.5390 -0.006 0.023 -0.024 -2.06
Cl 0.3392 -0.6697 8.1928 -0.008 -0.037 0.011 0.51
Cl 0.5496 -3.4535 7.4590 -0.017 0.029 0.012 0.51
Cl 0.1218 -2.7154 10.2174 -0.008 0.005 -0.043 0.52
Cl -1.9935 -2.3672 8.2850 0.032 -0.001 0.016 0.51
C 2.3534 5.9764 -5.6381 0.014 -0.024 -0.028 -2.04
Cl 0.7464 6.4198 -5.0486 0.034 -0.001 -0.019 0.51
Cl 3.5716 6.4768 -4.4581 -0.029 -0.011 -0.020 0.52
Cl 2.4388 4.2263 -5.8664 0.277 0.184 -0.113 0.49
Cl 2.6573 6.7872 -7.1787 -0.011 -0.015 0.036 0.53
C 0.1178 -9.9087 -7.5215 0.002 -0.046 -0.014 -2.05
Cl -1.3420 -10.9039 -7.5022 0.042 0.030 0.004 0.53
Cl 1.4815 -10.8479 -6.9032 -0.027 0.031 -0.001 0.52
Cl 0.4584 -9.3914 -9.1760 -0.008 -0.006 0.050 0.53
Cl -0.1243 -8.4864 -6.4989 -0.173 -0.050 -0.328 0.48
C 4.2286 -7.1840 1.8789 0.029 0.015 -0.012 -2.05
Cl 4.8511 -5.7175 1.1096 -0.035 -0.037 -0.015 0.50
Cl 4.9796 -7.3847 3.4668 -0.017 0.029 -0.033 0.53
Cl 2.4771 -7.0442 2.0696 0.068 0.030 0.241 0.50
Cl 4.6026 -8.5849 0.8723 -0.010 0.016 0.058 0.52
C 9.1831 -2.7418 -9.7438 0.023 -0.011 -0.059 -2.04
Cl 8.8090 -3.4591 -11.3150 0.005 0.017 0.048 0.53
Cl 10.7504 -3.3342 -9.1825 -0.048 0.012 -0.007 0.53
Cl 9.2367 -0.9824 -9.8955 -0.010 -0.050 0.013 0.53
Cl 7.9308 -3.1932 -8.5756 0.415 0.393 -0.430 0.46
C -3.6994 5.5995 6.2032 -0.149 -0.059 0.042 -1.97
Cl -4.5668 6.8757 5.3358 -0.045 -0.021 0.110 0.56
Cl -4.4386 5.3593 7.7880 0.061 -0.215 -0.091 0.51
Cl -3.7752 4.1010 5.2724 -0.786 -0.006 1.160 0.59
Cl -2.0076 6.0754 6.4060 -0.287 -0.017 0.750 0.61
C -4.9076 8.5111 10.4488 -0.004 0.034 -0.030 -2.05
Cl -4.0577 9.9211 11.0927 -0.017 -0.040 -0.008 0.52
Cl -4.1373 7.0361 11.0485 -0.012 0.025 -0.005 0.51
Cl -6.5947 8.5490 10.9748 0.040 -0.007 -0.011 0.52
Cl -4.8405 8.5354 8.6842 -0.025 0.208 0.094 0.50
```
Positions in Å, forces in eV/Å.

Values from the calculation:
SMILES   CNC[C@@H](CO[C@H](F)CCN)N(CCCCCN)/C(Cl)=C(\C)Cl.ClC(Cl)(Cl)Cl.ClC(Cl)(Cl)Cl.ClC(Cl)(Cl)Cl.ClC(Cl)(Cl)Cl.ClC(Cl)(Cl)Cl.ClC(Cl)(Cl)Cl.ClC(Cl)(Cl)Cl.ClC(Cl)(Cl)Cl.ClC(Cl)(Cl)Cl.ClC(Cl)(Cl)Cl.ClC(Cl)(Cl)Cl
Net charge   0


no.,E_LUMO (hartree),Kohn-Sham gap (eV),energy (hartree)
1,0.0207,8.50,-1337.1520
2,0.0135,8.22,-1563.0061
3,-0.0055,8.34,-22572.0092